9
Properties=species:S:1:pos:R:3:forces:R:3 method="wB97M-V/def2-TZVPD" spin_multiplicity=1 max_force_ev_per_a=6.3 energy_ha=-1464.076318 total_charge=+2 e_homo_ha="-0.6023 / -0.6023" homo_lumo_gap_ev="4.62 / 4.62"
C 0.27372 -2.73810 -1.04095 0.5 0.8 0.3
C -0.36218 -1.80554 -1.49756 -0.5 -0.3 0.7
H 1.06054 -3.42418 -0.74467 -0.3 -0.2 -0.3
H -1.10705 -1.12900 -1.90080 0.3 0.0 -0.2
C 0.18582 3.18186 0.74253 -0.5 -1.3 1.1
C 0.03406 2.09908 1.29010 0.5 3.1 -1.9
O -0.05623 0.87941 1.58942 -0.5 -6.3 -0.3
Lu -0.20809 -1.25551 1.18187 0.4 4.4 0.5
H 0.17940 4.19198 0.38007 0.2 -0.2 0.1



10
Properties=species:S:1:pos:R:3:forces:R:3 method="wB97M-V/def2-TZVPD" spin_multiplicity=2 max_force_ev_per_a=1.4 energy_ha=-453.149337 total_charge=+1 e_homo_ha="-0.3486 / -0.3486" homo_lumo_gap_ev="5.42 / 4.42"
C 2.43528 -1.72169 2.69028 0.4 0.3 0.0
C 3.18395 -0.76437 2.49229 -0.2 0.9 -0.7
H 3.49498 0.19272 2.02945 -0.2 -1.2 0.7
Rb -3.20360 -0.82757 -3.33142 0.0 0.1 0.1
O -0.58386 1.89945 -0.58221 0.4 -1.1 0.3
C -0.62814 0.73555 -0.61821 0.1 0.4 -0.5
C -0.75839 -0.56756 -0.78231 -0.3 -0.5 0.8
Mg -2.62363 3.26340 -0.52990 -0.6 0.3 -0.1
H 0.00099 -1.08162 -1.37696 -0.3 0.2 0.2
H -1.31759 -1.12830 0.00898 0.6 0.6 -0.8



8
Properties=species:S:1:pos:R:3:forces:R:3 method="wB97M-V/def2-TZVPD" spin_multiplicity=1 max_force_ev_per_a=4.5 energy_ha=-208.733402 e_homo_ha="-0.3125 / -0.3125" homo_lumo_gap_ev="6.94 / 6.95"
C 0.46447 1.14365 0.78290 -0.6 2.2 1.4
C -0.83127 -0.66333 -0.09135 -0.5 -0.9 -0.5
C -0.68365 0.33983 0.81920 0.8 -0.9 -1.1
C 1.07912 0.59448 -0.27072 -2.1 -3.7 -1.6
N 0.21248 -0.59972 -0.92124 2.7 3.3 1.5
H 0.65112 2.03902 1.39784 0.3 -0.8 -0.6
H -1.51723 -1.46279 -0.31371 -0.7 0.3 0.8
H 0.62496 -1.39114 -1.40292 0.2 0.6 0.2



8
Properties=species:S:1:pos:R:3:forces:R:3 method="wB97M-V/def2-TZVPD" spin_multiplicity=1 max_force_ev_per_a=0.8 energy_ha=-208.806376 e_homo_ha=-0.3332 homo_lumo_gap_ev=9.34
C -1.27703 0.55623 -0.32855 0.0 0.2 0.0
C -0.04922 0.96103 -0.09904 -0.2 0.0 0.0
C 1.22857 1.11910 0.16621 -0.2 -0.1 0.0
C 1.47119 -0.18208 0.33524 -0.1 -0.7 0.0
N 1.55782 -1.38321 0.45667 0.2 0.8 0.0
H -1.98286 0.45183 0.49092 0.0 0.2 -0.2
H 0.63042 -1.78763 0.30961 0.2 -0.5 0.1
H -1.57889 0.26471 -1.33106 0.0 0.2 0.1



8
Properties=species:S:1:pos:R:3:forces:R:3 method="wB97M-V/def2-TZVPD" spin_multiplicity=1 max_force_ev_per_a=2.2 energy_ha=-208.755101 e_homo_ha="-0.2642 / -0.3142" homo_lumo_gap_ev="7.17 / 8.74"
C 0.06422 0.52942 -1.19491 1.0 -0.1 1.1
C 1.20292 0.22130 -0.56739 -2.2 0.2 0.2
C -0.83618 -0.40092 1.23707 1.1 0.5 0.2
C -0.02142 0.40430 0.22192 0.8 0.0 -0.9
N -1.86095 -0.90965 0.82950 -0.8 -0.4 -0.4
H -0.43606 0.72533 -2.11457 -0.2 0.0 -0.4
H 2.22109 -0.07910 -0.61250 0.5 0.0 -0.1
H -0.33362 -0.49067 2.20089 -0.1 -0.1 0.2



9
Properties=species:S:1:pos:R:3:forces:R:3 method="wB97M-V/def2-TZVPD" spin_multiplicity=1 max_force_ev_per_a=3.8 energy_ha=-263.308905 total_charge=+1 e_homo_ha=-0.5842 homo_lumo_gap_ev=8.70
C -0.61265 2.27616 0.39520 1.2 -2.7 0.2
C 0.39204 1.22040 0.72801 -1.1 3.7 -0.1
C 0.20752 0.00142 0.29804 0.5 0.1 0.7
C 0.02632 -2.24343 -0.67684 -0.3 0.8 -1.8
N -1.39270 3.06972 0.15367 -0.7 0.9 -0.2
N 0.04890 -1.12005 -0.12415 0.3 1.2 0.6
H 1.15879 1.88103 1.26695 -0.1 -2.4 -0.5
H 0.97613 -2.78803 -0.59711 -0.8 -0.6 0.0
H -0.80436 -2.29722 -1.44378 0.9 -1.0 1.0



12
Properties=species:S:1:pos:R:3:forces:R:3 method="wB97M-V/def2-TZVPD" spin_multiplicity=1 max_force_ev_per_a=3.9 energy_ha=-812.241900 total_charge=-1 e_homo_ha="-0.1169 / -0.1169" homo_lumo_gap_ev="6.72 / 6.72"
C 1.82980 0.00702 -0.22673 3.4 0.5 -0.7
C 0.72956 0.81586 0.11128 -2.3 1.7 0.6
C 2.04357 -1.37215 -0.10425 -2.3 1.9 0.3
C -0.52832 0.44898 0.30116 -1.4 0.2 -0.6
N -1.73546 0.37361 0.56714 3.3 -0.7 2.0
N -2.89027 0.40631 -0.03003 -2.5 0.8 -0.5
O -3.49665 1.47676 0.05375 0.2 0.5 -0.4
O -3.43243 -0.61633 -0.39546 0.5 -0.7 -0.5
S 0.98918 -2.64386 0.34747 0.4 0.9 -0.2
H 2.75423 0.66036 -0.58934 -1.8 -1.6 0.9
H 0.69147 1.97998 0.28959 0.8 -2.2 -0.6
H 3.04531 -1.53655 -0.32459 1.8 -1.0 -0.5



12
Properties=species:S:1:pos:R:3:forces:R:3 method="wB97M-V/def2-TZVPD" spin_multiplicity=1 max_force_ev_per_a=4.5 energy_ha=-488.988362 total_charge=+1 e_homo_ha=-0.5168 homo_lumo_gap_ev=7.88
C 4.07384 -2.59363 -3.54956 3.9 0.6 2.3
C 5.86928 -1.93970 -1.92150 -0.5 1.9 -0.7
C 1.24868 0.26521 0.66945 1.2 1.4 1.6
C 0.10060 -0.45031 0.46682 0.0 -2.6 -0.7
N 3.02911 -2.70382 -3.95529 -3.0 -0.1 -1.3
N 5.33423 -2.62545 -3.01626 -0.4 -1.1 -1.6
O 5.34183 -3.02777 -1.51100 -0.4 -1.6 0.9
O 6.37303 -0.93225 -1.62922 0.5 0.3 0.4
O 2.12231 0.87109 0.99898 0.1 -0.2 -0.6
H 0.29691 -1.27093 -0.21871 0.5 -0.7 0.2
H -0.57786 0.03286 -0.11201 -2.0 2.5 -1.9
H -0.47159 -0.75849 1.31159 0.2 -0.3 1.3



10
Properties=species:S:1:pos:R:3:forces:R:3 method="wB97M-V/def2-TZVPD" spin_multiplicity=1 max_force_ev_per_a=5.1 energy_ha=-318.455435 e_homo_ha=-0.3555 homo_lumo_gap_ev=10.10
C 2.49541 -0.01919 -0.96677 0.9 -0.1 -0.4
C 0.28911 0.83672 0.11386 2.7 -2.8 -1.7
C -0.86238 0.11434 0.35557 0.2 0.0 0.0
C 1.20601 -0.20146 -0.48364 -3.5 3.0 2.1
N 3.54881 0.18587 -1.37726 0.2 0.0 0.0
N -0.75151 -1.16101 -0.00023 -0.5 -0.5 0.1
N 0.46526 -1.32394 -0.48063 0.3 0.2 -0.2
H 0.54915 1.85793 0.28754 0.0 0.3 0.0
H -1.78332 0.46907 0.77467 -0.2 0.0 0.1
H 0.73688 -2.22286 -0.84617 0.0 0.0 0.1



10
Properties=species:S:1:pos:R:3:forces:R:3 method="wB97M-V/def2-TZVPD" spin_multiplicity=1 max_force_ev_per_a=0.5 energy_ha=-318.386336 e_homo_ha=-0.3477 homo_lumo_gap_ev=10.21
C 2.49447 0.09053 -0.28229 -0.3 -0.3 0.1
C 1.36518 -0.30553 -0.13791 0.4 0.4 -0.1
C -0.04464 -0.20977 0.01060 -0.1 0.1 0.0
C -0.71676 0.98640 -0.00205 0.0 0.0 0.0
N -2.04009 0.75404 0.17787 0.2 -0.1 0.0
N -2.21952 -0.52373 0.30041 0.0 0.2 0.0
N -1.02971 -1.11917 0.20242 -0.1 -0.3 0.0
H 3.47022 0.50282 -0.40705 0.0 -0.3 0.0
H -0.24779 1.95126 -0.13681 -0.4 0.0 0.1
H -1.03136 -2.12683 0.27480 0.4 0.2 0.0



11
Properties=species:S:1:pos:R:3:forces:R:3 method="wB97M-V/def2-TZVPD" spin_multiplicity=1 max_force_ev_per_a=7.1 energy_ha=-393.578066 e_homo_ha=-0.3247 homo_lumo_gap_ev=8.48
C -1.58039 -0.04467 -0.07370 -2.9 0.0 0.5
C 0.64710 0.25877 -0.33021 -7.0 1.0 0.3
C 1.96702 -0.08161 -0.15776 1.2 0.8 -0.7
C 3.14499 -0.05026 0.05662 -1.0 -0.2 0.3
H -3.35056 0.03015 0.53002 -0.8 0.8 -0.2
H -0.28248 -1.69825 -0.19632 -0.5 0.7 0.0
H 3.95199 0.06379 0.69522 1.6 -0.1 0.3
N -2.75133 -0.52246 -0.04420 0.8 -1.4 0.4
N -0.42579 -0.68957 -0.24186 3.0 -0.8 -0.5
N 0.00376 1.43738 -0.28216 3.9 0.4 0.7
O -1.32431 1.29674 0.04437 1.6 -1.3 -1.1



11
Properties=species:S:1:pos:R:3:forces:R:3 method="wB97M-V/def2-TZVPD" spin_multiplicity=1 max_force_ev_per_a=4.3 energy_ha=-393.620941 e_homo_ha=-0.3686 homo_lumo_gap_ev=10.57
C 1.49396 -0.65886 -0.00750 -3.2 2.2 -0.3
C 1.05246 0.90734 -0.03450 0.5 0.2 0.6
C -0.34747 0.30747 -0.01938 -0.6 0.6 0.2
C 0.05081 -0.97375 0.00300 -4.0 -1.5 -0.3
H 1.34627 1.44575 0.86516 -0.1 -0.1 0.2
H 1.39456 1.53497 -0.85289 -0.2 -0.3 -0.4
H -2.39556 1.08714 0.07824 0.5 -0.6 -0.2
N -1.72452 0.31824 0.00913 1.6 1.3 -0.2
N -2.17294 -0.93579 -0.02379 1.3 -1.9 0.3
N -1.17927 -1.78859 -0.02017 0.8 1.7 0.1
O 2.48172 -1.24392 0.00270 3.5 -1.6 0.1



11
Properties=species:S:1:pos:R:3:forces:R:3 method="wB97M-V/def2-TZVPD" spin_multiplicity=1 max_force_ev_per_a=9.1 energy_ha=-393.602125 e_homo_ha=-0.3330 homo_lumo_gap_ev=7.30
C -1.13114 0.10505 -0.11342 1.2 3.1 0.6
C -0.22003 1.28288 0.02020 -8.2 3.5 -1.7
C 1.72457 0.15508 -0.00962 -3.6 -4.2 0.1
C 0.85471 -1.07074 0.01997 0.6 -2.5 2.6
H -2.64363 -1.00399 -0.15180 0.5 3.0 0.5
H -0.85447 2.29007 -0.17397 1.8 -1.6 1.0
H 1.20439 -2.13920 0.53177 -0.2 2.7 -2.0
N -2.37705 0.08904 -0.04615 -2.1 -2.3 -1.0
N 0.97141 1.24800 0.13086 4.8 4.0 0.3
N -0.38339 -0.95134 -0.03083 0.1 -6.6 -0.1
O 2.85462 -0.00483 -0.17701 5.0 1.0 -0.4



11
Properties=species:S:1:pos:R:3:forces:R:3 method="wB97M-V/def2-TZVPD" spin_multiplicity=1 max_force_ev_per_a=5.9 energy_ha=-393.577495 e_homo_ha=-0.3760 homo_lumo_gap_ev=8.18
C -2.25673 -0.21201 0.12443 1.9 2.4 -1.6
C 0.02804 -0.62328 -0.41022 3.0 1.6 4.7
C 0.50692 0.86081 -0.44662 -1.2 -0.6 -2.9
C 2.20095 -0.23208 0.44784 -4.3 -1.2 -0.6
H -3.22098 -0.74336 -0.33874 1.5 1.7 1.7
H -0.27022 1.42020 -1.04097 1.7 0.7 1.0
H 3.16764 -0.12258 1.12983 -2.4 -1.0 -1.7
N -1.11788 -1.13379 -0.22160 -0.5 1.3 0.9
N 1.74377 1.05057 -0.15830 -1.2 -0.3 0.4
N 1.24356 -1.20056 0.29045 3.4 0.8 -0.2
O -2.02505 0.93607 0.62390 -1.8 -5.4 -1.7



11
Properties=species:S:1:pos:R:3:forces:R:3 method="wB97M-V/def2-TZVPD" spin_multiplicity=1 max_force_ev_per_a=6.4 energy_ha=-393.534223 e_homo_ha=-0.3642 homo_lumo_gap_ev=9.57
C -1.49342 -0.77308 0.04588 -4.6 0.4 -1.6
C -0.22307 0.78256 -0.19746 2.0 -5.5 2.5
C 0.95740 1.35746 0.10517 2.8 -0.5 -1.4
C -0.06510 -0.63909 0.08408 3.1 -0.8 -2.6
H -2.10574 -1.21926 -0.89541 2.0 0.8 2.0
H -2.11150 -1.01666 0.93634 0.7 0.2 -0.3
H 1.27724 2.31003 0.27644 -0.2 3.0 0.4
N 2.13466 0.65640 -0.05230 -1.8 -3.6 0.4
N 2.12081 -0.75196 -0.14231 1.2 2.5 -0.2
N 1.04238 -1.48336 -0.01992 -2.7 3.6 0.8
O -1.53365 0.77697 -0.14052 -2.4 -0.1 -0.1



12
Properties=species:S:1:pos:R:3:forces:R:3 method="wB97M-V/def2-TZVPD" spin_multiplicity=1 max_force_ev_per_a=16.0 energy_ha=-468.744561 e_homo_ha=-0.3757 homo_lumo_gap_ev=8.40
C 2.21169 0.28962 0.22235 5.1 -2.4 -3.0
C -0.18554 -0.28473 -0.10171 5.8 0.3 0.9
C -2.31816 -0.52607 -0.15000 -1.9 4.2 1.2
C -0.35623 1.02789 -0.19016 4.2 15.4 -0.5
H 1.92371 1.45436 0.70264 1.2 -3.7 -1.5
H 0.85688 -1.75273 0.26548 2.8 2.9 -0.3
H -3.35808 -1.24047 -0.06062 3.3 2.1 -0.5
N 1.10335 -0.63701 0.16197 -2.0 -2.6 0.5
N -1.03470 -1.13434 -0.27759 -7.2 -3.9 0.0
N 0.25345 2.16866 -0.23801 -5.4 -8.5 0.2
O 3.32090 -0.19333 -0.37207 -6.3 3.7 4.2
O -2.41728 0.82817 0.03773 0.4 -7.5 -1.2



12
Properties=species:S:1:pos:R:3:forces:R:3 method="wB97M-V/def2-TZVPD" spin_multiplicity=1 max_force_ev_per_a=3.0 energy_ha=-468.865682 e_homo_ha=-0.3217 homo_lumo_gap_ev=9.28
C 1.35925 0.35553 -0.01506 0.4 0.5 0.4
C -0.48463 -0.83902 0.07949 -1.5 0.5 -0.9
C -2.16450 0.63786 -0.08506 -0.8 -1.0 -0.1
C -1.05985 1.41102 0.09260 -1.9 -1.2 0.2
H 1.81354 2.19181 -0.02801 0.9 -1.5 -0.5
H -3.26995 0.77536 -0.19260 1.5 0.2 0.3
H -1.02476 2.47620 0.39788 0.3 -1.1 -0.6
N 2.26458 1.23819 -0.19271 -1.8 0.7 0.8
N 0.41685 -1.76545 -0.00098 -1.1 0.7 0.1
N -0.05167 0.45074 0.17959 3.0 -0.2 0.2
O 1.62602 -0.99907 0.06619 -0.3 1.1 -0.3
O -1.85462 -0.78844 -0.12998 1.3 1.4 0.5



9
Properties=species:S:1:pos:R:3:forces:R:3 method="wB97M-V/def2-TZVPD" spin_multiplicity=1 max_force_ev_per_a=4.7 energy_ha=-284.081180 e_homo_ha=-0.3609 homo_lumo_gap_ev=10.18
C 1.05286 0.28708 -0.67230 -1.1 1.0 2.4
C 0.22829 -0.75386 0.10785 -1.6 -0.2 -0.8
C -1.17839 -1.21097 -0.55030 0.0 -0.2 0.3
C 0.39577 0.78472 0.36772 1.8 -3.0 -3.2
N -2.21183 -1.57526 -0.97095 2.5 0.9 1.0
O 0.06910 1.90283 0.97942 -1.3 -0.8 1.2
H 1.69960 0.61821 -1.47642 -0.2 -0.7 0.0
H 0.64023 -1.68411 0.67891 -0.5 2.1 -0.8
H -0.69562 1.63135 1.53606 0.5 0.8 -0.1



9
Properties=species:S:1:pos:R:3:forces:R:3 method="wB97M-V/def2-TZVPD" spin_multiplicity=1 max_force_ev_per_a=4.1 energy_ha=-284.042813 e_homo_ha=-0.3692 homo_lumo_gap_ev=10.41
O -0.53059 -1.55214 -0.53885 0.4 -0.1 0.1
C 0.21057 -0.41865 -0.19057 1.8 0.2 -1.3
C -0.58076 0.82090 -0.13168 0.2 0.4 -0.1
C -1.27250 1.81169 -0.10524 0.5 -0.7 0.0
C 1.37418 -0.55138 0.65800 0.9 -0.3 2.5
N 2.47719 -0.60349 1.02084 -0.8 -0.1 0.4
H -1.17344 -1.81274 0.14490 0.5 0.4 -0.1
H 1.36249 -0.40155 -0.78898 -3.7 0.5 -1.6
H -1.86714 2.70736 -0.06842 0.2 -0.4 0.0



9
Properties=species:S:1:pos:R:3:forces:R:3 method="wB97M-V/def2-TZVPD" spin_multiplicity=1 max_force_ev_per_a=1.1 energy_ha=-284.118328 e_homo_ha=-0.4096 homo_lumo_gap_ev=11.71
O -0.06618 -1.49156 0.86801 -0.1 0.1 0.2
C 0.43233 -0.53115 -0.02783 0.1 0.1 -0.2
C -0.61970 0.29519 -0.64756 -0.4 0.3 -0.2
C -1.49568 0.95548 -1.14015 0.4 -0.3 0.2
C 1.43872 0.34541 0.62894 0.7 0.6 0.5
N 2.21504 1.00969 1.16913 -0.8 -0.6 -0.5
H -0.58750 -1.03272 1.54161 0.0 -0.1 -0.1
H 0.95077 -1.09725 -0.80915 -0.1 0.1 0.1
H -2.26780 1.54691 -1.58301 0.1 -0.1 0.1